No. 1
Formula: C6H19N5P
Source: the Open Molecules 2025 dataset
Level of theory: the ωB97M-V functional and the def2-TZVPD basis

Each line ends with the natural charge from an NBO analysis.
CARTESIAN COORDINATES (ANGSTROEM)
C  1.84  1.41  -0.67  0.42
C  0.90  0.78  2.52  -0.40
C  -0.86  -2.35  -1.05  -0.41
C  1.18  -2.20  0.29  -0.39
C  -2.87  0.03  0.20  -0.43
C  -1.84  1.90  -0.82  -0.42
N  0.82  0.65  -1.38  -0.96
N  0.78  0.81  1.04  -1.03
N  -0.05  -1.55  -0.12  -0.80
N  -1.67  0.56  -0.47  -0.81
N  3.18  1.24  -0.65  -0.77
P  -0.14  0.12  -0.09  2.31
H  1.46  2.49  -0.49  0.23
H  0.29  1.56  2.95  0.22
H  0.68  -0.31  2.78  0.20
H  1.94  0.87  2.74  0.21
H  -1.54  -3.13  -0.51  0.21
H  -1.54  -1.69  -1.47  0.22
H  -0.26  -3.00  -1.68  0.21
H  2.06  -1.42  0.35  0.18
H  1.12  -2.56  1.27  0.21
H  1.38  -3.00  -0.41  0.21
H  -3.70  -0.31  -0.59  0.23
H  -2.62  -0.71  0.98  0.23
H  -3.36  0.90  0.80  0.22
H  -0.91  2.30  -1.39  0.22
H  -2.69  1.93  -1.50  0.22
H  -1.99  2.57  0.13  0.20
H  1.15  -0.06  -2.00  0.42
H  3.75  1.94  -0.05  0.45
H  3.48  0.23  -0.65  0.41

## Properties
Electronic energy ... -23261.66241 eV
Gap between HOMO and LUMO ... 9.62 eV
Total charge ... +1
LUMO energy ... -2.85 eV


No. 2
Formula: C64H184N8O32
Source: the Open Molecules 2025 dataset
Level of theory: the ωB97M-V functional and the def2-TZVPD basis

Each line ends with the Mulliken charge.
CARTESIAN COORDINATES (ANGSTROEM)
C  19.76  7.03  -22.78  -0.37
O  20.69  6.09  -22.28  -0.45
C  20.11  5.08  -21.42  -0.50
C  19.68  5.51  -20.02  -0.28
N  20.84  5.94  -19.25  -0.48
C  20.48  6.57  -17.95  -0.31
C  21.52  7.50  -17.29  -0.47
O  21.66  8.74  -17.98  -0.16
C  22.52  9.67  -17.38  -0.86
H  19.10  7.32  -21.96  0.04
H  19.42  6.68  -23.76  0.27
H  20.36  7.91  -23.01  0.29
H  20.89  4.33  -21.41  0.35
H  19.25  4.60  -21.88  0.21
H  19.20  4.64  -19.57  0.31
H  18.96  6.32  -19.97  0.12
H  21.18  6.65  -19.89  0.38
H  20.17  5.72  -17.33  0.39
H  19.58  7.15  -18.18  0.16
H  22.39  6.85  -17.41  0.33
H  21.22  7.68  -16.25  0.19
H  22.54  9.74  -16.29  0.34
H  22.00  10.61  -17.58  0.27
H  23.52  9.56  -17.81  0.27
C  12.82  7.01  -22.32  -1.01
O  14.07  6.38  -22.28  0.03
C  14.77  6.37  -23.53  -0.55
C  16.22  5.92  -23.35  -0.54
N  16.37  4.56  -22.78  0.14
C  16.58  3.52  -23.71  -0.69
C  15.82  2.19  -23.28  -0.76
O  16.58  1.76  -22.22  -0.17
C  16.37  0.41  -21.88  -0.99
H  13.02  8.08  -22.30  0.29
H  12.47  6.70  -21.33  0.18
H  12.16  6.72  -23.13  0.38
H  14.67  7.33  -24.04  0.47
H  14.30  5.60  -24.15  0.23
H  16.89  6.55  -22.77  -0.07
H  16.66  5.99  -24.35  0.44
H  15.66  4.25  -22.13  0.15
H  17.60  3.44  -24.07  0.24
H  15.96  3.82  -24.56  0.45
H  15.81  1.45  -24.08  0.46
H  14.80  2.52  -23.05  0.36
H  16.89  0.11  -20.97  0.27
H  16.88  -0.25  -22.58  0.36
H  15.36  0.01  -21.85  0.36
C  10.94  5.76  -16.45  -0.51
O  10.02  5.74  -15.40  -0.26
C  9.05  4.75  -15.43  -0.75
C  8.14  4.76  -14.15  -0.55
N  7.35  3.53  -13.81  -0.40
C  6.44  3.78  -12.58  -0.61
C  7.25  3.88  -11.28  0.06
O  6.43  4.08  -10.13  -0.42
C  7.12  4.01  -8.90  -0.65
H  10.55  5.68  -17.47  0.52
H  11.65  4.94  -16.41  -0.19
H  11.55  6.66  -16.47  0.11
H  9.59  3.81  -15.58  0.30
H  8.25  4.88  -16.16  0.32
H  7.49  5.61  -13.95  0.37
H  8.81  4.92  -13.30  0.31
H  8.04  2.82  -13.61  0.30
H  5.71  2.97  -12.52  0.32
H  5.82  4.65  -12.77  0.33
H  7.96  4.71  -11.29  0.12
H  7.80  2.96  -11.12  0.27
H  6.54  4.52  -8.13  0.25
H  8.11  4.47  -9.00  0.24
H  7.33  2.97  -8.64  0.29
C  10.32  9.89  -19.54  -0.41
O  9.69  9.14  -20.62  -0.32
C  9.32  9.84  -21.88  -0.68
C  8.16  9.15  -22.67  -0.49
N  6.83  9.56  -22.27  -0.26
C  5.78  9.27  -23.20  -0.96
C  5.80  7.85  -23.72  -0.42
O  6.63  7.64  -24.87  -0.34
C  6.75  6.19  -25.16  -0.74
H  9.63  10.69  -19.28  0.40
H  11.32  10.18  -19.86  0.08
H  10.47  9.27  -18.66  0.22
H  10.16  9.83  -22.58  0.30
H  9.05  10.89  -21.78  0.27
H  8.29  8.07  -22.56  0.25
H  8.27  9.37  -23.73  0.43
H  6.60  9.28  -21.33  0.24
H  5.85  9.99  -24.02  0.32
H  4.79  9.44  -22.78  0.42
H  4.81  7.53  -24.02  0.52
H  6.10  7.26  -22.86  0.33
H  7.02  5.59  -24.29  0.32
H  7.50  6.14  -25.95  0.24
H  5.83  5.75  -25.55  0.31
C  16.05  13.82  -10.43  -0.57
O  15.11  13.32  -11.40  0.34
C  14.96  14.06  -12.57  -0.28
C  14.08  15.28  -12.24  -0.49
N  12.85  14.67  -11.85  0.32
C  11.91  15.66  -11.36  -0.92
C  12.35  16.38  -10.09  -0.64
O  13.02  17.55  -10.47  -0.33
C  13.94  18.11  -9.52  -0.70
H  17.05  13.70  -10.85  0.20
H  16.10  13.34  -9.46  0.08
H  16.01  14.87  -10.14  0.16
H  14.42  13.68  -13.43  -0.42
H  15.91  14.51  -12.87  0.41
H  14.14  15.87  -13.15  0.42
H  14.50  15.86  -11.41  0.00
H  13.01  13.94  -11.17  0.00
H  10.92  15.23  -11.24  0.29
H  11.69  16.35  -12.18  0.42
H  12.86  15.78  -9.35  0.38
H  11.43  16.80  -9.70  0.43
H  14.17  19.18  -9.51  0.28
H  14.89  17.59  -9.44  0.23
H  13.41  18.01  -8.57  0.31
C  10.69  6.82  -4.65  -0.79
O  11.48  7.95  -4.31  -0.44
C  10.98  9.21  -4.82  -0.54
C  12.08  10.31  -4.76  -1.00
N  13.33  9.99  -5.53  -0.11
C  14.27  11.17  -5.55  -0.57
C  15.52  10.85  -6.51  -0.28
O  16.50  11.85  -6.78  -0.28
C  17.59  11.67  -5.92  -0.85
H  9.64  6.85  -4.36  0.34
H  11.25  6.08  -4.08  0.29
H  10.86  6.61  -5.70  0.30
H  10.36  9.59  -4.02  0.28
H  10.50  9.10  -5.79  0.45
H  12.37  10.39  -3.71  0.58
H  11.62  11.25  -5.06  0.43
H  13.83  9.21  -5.12  0.29
H  14.68  11.42  -4.57  0.27
H  13.68  11.91  -6.08  0.38
H  15.12  10.45  -7.45  -0.13
H  15.92  9.90  -6.16  0.39
H  18.23  12.55  -5.87  0.32
H  18.34  10.90  -6.15  0.31
H  17.31  11.37  -4.92  0.36
C  20.39  6.24  -12.16  -0.56
O  19.31  5.39  -12.25  -0.41
C  18.75  5.43  -13.61  0.23
C  17.34  4.87  -13.47  -1.03
N  16.53  4.77  -14.78  0.24
C  16.90  3.77  -15.79  -0.84
C  16.20  3.96  -17.14  -0.12
O  14.83  4.14  -17.09  -0.21
C  14.03  3.14  -16.56  -1.03
H  20.79  5.92  -11.19  0.33
H  20.05  7.27  -12.16  0.12
H  21.22  6.12  -12.86  0.29
H  19.38  4.94  -14.35  0.30
H  18.67  6.44  -14.00  0.00
H  16.91  5.66  -12.85  0.20
H  17.42  3.98  -12.84  0.28
H  15.53  4.87  -14.70  0.10
H  16.59  2.79  -15.43  0.30
H  17.97  3.53  -15.79  0.58
H  16.36  3.13  -17.84  0.34
H  16.36  4.97  -17.51  -0.12
H  13.34  3.58  -15.84  0.18
H  14.60  2.33  -16.11  0.44
H  13.38  2.70  -17.32  0.30
C  11.94  11.80  -16.26  -0.26
O  12.51  10.47  -16.08  1.17
C  13.71  10.39  -16.85  -0.85
C  14.78  9.55  -16.13  -1.68
N  15.08  10.05  -14.76  2.01
C  14.78  9.02  -13.78  -0.05
C  14.84  9.75  -12.41  -0.63
O  14.15  9.07  -11.44  -0.05
C  14.01  9.54  -10.08  -0.85
H  12.64  12.52  -15.85  -0.51
H  10.99  11.74  -15.73  0.13
H  11.61  12.14  -17.25  0.22
H  14.22  11.29  -17.21  0.18
H  13.34  9.93  -17.76  0.08
H  15.65  9.38  -16.76  0.47
H  14.38  8.54  -16.05  0.10
H  14.36  10.73  -14.60  -0.70
H  15.41  8.13  -13.79  0.33
H  13.83  8.57  -14.09  -0.17
H  14.43  10.76  -12.49  -0.16
H  15.89  9.86  -12.16  0.13
H  14.93  9.63  -9.50  0.34
H  13.34  8.85  -9.56  0.33
H  13.45  10.46  -10.20  0.20
C  20.06  9.77  -14.19  -0.17
O  18.88  9.43  -14.86  -0.18
H  20.71  10.38  -14.81  0.20
H  19.87  10.28  -13.25  -0.28
H  20.71  8.93  -13.95  0.29
H  18.27  10.10  -14.54  0.20
C  9.87  14.61  -20.69  -0.49
O  8.66  14.56  -20.08  -0.49
H  10.72  14.66  -20.02  0.12
H  10.08  13.90  -21.49  0.23
H  9.82  15.56  -21.23  0.34
H  8.60  15.11  -19.29  0.30
C  19.06  9.86  -19.71  -0.37
O  18.41  10.01  -20.93  -0.56
H  19.71  8.99  -19.73  0.24
H  19.58  10.75  -19.35  0.32
H  18.41  9.75  -18.85  0.03
H  19.05  10.21  -21.61  0.29
C  16.98  13.81  -20.94  -0.63
O  16.03  14.22  -19.91  -0.48
H  17.38  14.68  -21.47  0.34
H  17.93  13.42  -20.56  0.21
H  16.59  13.14  -21.70  0.25
H  15.75  13.47  -19.37  0.28
C  14.63  10.47  -20.59  -0.33
O  15.67  10.53  -19.54  0.37
H  14.73  9.52  -21.12  0.15
H  13.65  10.52  -20.12  -0.19
H  14.58  11.33  -21.26  0.32
H  16.52  10.22  -19.86  -0.18
C  10.27  12.67  -12.52  -0.65
O  11.03  13.30  -13.52  -0.63
H  9.87  13.36  -11.77  0.26
H  9.49  12.10  -13.03  0.40
H  10.97  11.99  -12.03  0.05
H  11.78  13.64  -13.01  0.27
C  14.72  7.01  -18.73  -0.39
O  13.53  6.24  -18.44  -0.33
H  15.49  6.36  -19.17  0.42
H  14.42  7.86  -19.33  -0.12
H  15.21  7.16  -17.77  0.16
H  13.84  5.40  -18.11  0.37
C  14.95  15.56  -17.15  -0.68
O  14.64  14.14  -16.98  0.06
H  15.57  15.76  -18.03  0.19
H  13.94  15.97  -17.19  0.23
H  15.37  15.78  -16.17  0.22
H  13.91  13.97  -16.37  0.06
C  7.84  9.31  -16.11  -0.36
O  7.17  8.92  -14.94  -0.62
H  8.32  10.24  -15.78  0.11
H  8.59  8.58  -16.41  0.12
H  7.26  9.59  -16.99  0.39
H  7.82  8.80  -14.24  0.36
C  10.52  14.88  -16.57  -0.65
O  11.58  14.84  -15.63  -0.37
H  9.60  14.31  -16.46  0.37
H  10.08  15.86  -16.74  0.39
H  10.92  14.58  -17.54  0.16
H  11.38  14.25  -14.90  0.54
C  10.69  11.35  -8.54  -0.23
O  9.70  12.31  -8.21  -0.56
H  11.54  11.91  -8.94  0.12
H  11.15  10.94  -7.64  0.01
H  10.48  10.45  -9.11  0.36
H  10.16  13.05  -7.80  0.30
C  10.56  8.97  -13.87  0.38
O  9.76  7.82  -13.71  -0.47
H  10.84  9.29  -12.87  0.35
H  11.54  8.99  -14.36  -0.10
H  10.08  9.69  -14.53  -0.33
H  9.88  7.10  -14.33  0.55
C  14.29  7.01  -6.08  -0.23
O  14.09  7.33  -4.70  -0.65
H  13.42  6.58  -6.59  0.17
H  14.54  7.91  -6.65  -0.08
H  15.06  6.25  -6.19  0.32
H  13.14  7.43  -4.58  0.56
C  19.49  11.69  -10.73  -0.19
O  18.70  11.67  -9.49  -0.42
H  20.17  12.53  -10.59  0.36
H  20.05  10.76  -10.84  0.29
H  18.86  11.74  -11.62  -0.30
H  19.24  12.16  -8.86  0.25
C  11.88  6.13  -11.69  -0.53
O  10.50  5.73  -11.82  -0.58
H  12.47  5.46  -11.07  0.37
H  12.22  6.20  -12.72  0.13
H  11.96  7.08  -11.17  0.21
H  10.08  6.51  -12.20  0.27
C  17.15  12.39  -15.62  -0.23
O  17.33  11.75  -14.35  -0.58
H  16.10  12.30  -15.91  -0.19
H  17.58  13.36  -15.86  0.48
H  17.61  11.77  -16.39  0.05
H  16.65  11.08  -14.41  0.21

## Properties
Electronic energy ... -146766.18096 eV
Gap between HOMO and LUMO ... 8.61 eV
Total charge ... 0
LUMO energy ... 0.27 eV


No. 3
Formula: C38H65CsN3O3S2Si
Source: the Open Molecules 2025 dataset
Level of theory: the ωB97M-V functional and the def2-TZVPD basis

Each line ends with the Mulliken charge.
CARTESIAN COORDINATES (ANGSTROEM)
Cs  1.09  0.34  0.02  1.00
C  4.00  -0.48  0.47  -0.08
C  4.02  0.89  0.13  -0.70
C  3.77  0.96  -1.28  -0.44
C  3.62  -0.37  -1.73  -0.27
C  3.75  -1.26  -0.66  -0.51
C  3.73  -2.77  -0.75  2.32
C  3.90  -3.41  0.63  -2.13
C  4.88  -3.25  -1.65  -1.88
C  2.40  -3.26  -1.35  -1.50
C  3.70  2.12  -2.28  2.69
C  5.11  2.68  -2.57  -1.84
C  2.77  3.26  -1.84  -1.34
C  3.15  1.65  -3.63  -2.42
C  4.23  1.93  1.24  3.73
C  4.94  1.29  2.45  -2.26
C  2.89  2.46  1.75  -2.01
C  5.14  3.10  0.81  -2.06
H  4.17  -0.88  1.46  0.28
H  3.50  -0.68  -2.76  0.24
H  4.84  -3.10  1.09  0.39
H  3.91  -4.50  0.55  0.44
H  3.08  -3.12  1.29  0.28
H  5.84  -2.92  -1.24  0.38
H  4.78  -2.83  -2.65  0.27
H  4.89  -4.35  -1.74  0.45
H  1.56  -2.91  -0.75  0.21
H  2.37  -4.36  -1.37  0.49
H  2.29  -2.90  -2.37  0.10
H  5.50  3.26  -1.74  0.27
H  5.10  3.32  -3.46  0.49
H  5.80  1.85  -2.75  0.29
H  3.00  3.62  -0.84  -0.02
H  1.73  2.91  -1.86  -0.09
H  2.86  4.10  -2.53  0.52
H  3.83  0.95  -4.12  0.39
H  3.03  2.51  -4.29  0.54
H  2.17  1.18  -3.52  0.40
H  4.29  0.57  2.96  0.37
H  5.21  2.06  3.17  0.46
H  5.85  0.77  2.13  0.41
H  2.32  1.66  2.23  0.22
H  2.28  2.88  0.95  0.07
H  3.05  3.25  2.50  0.51
H  6.06  2.71  0.38  0.33
H  5.39  3.71  1.69  0.52
H  4.66  3.75  0.09  0.29
C  -2.85  4.60  -2.55  -0.83
N  -2.80  3.42  -3.38  0.25
C  -3.52  3.19  -4.53  -0.73
C  -3.20  1.96  -4.98  -0.36
N  -2.24  1.44  -4.11  0.49
C  -1.98  2.36  -3.10  -0.43
S  -1.02  2.25  -1.77  -0.61
C  -1.66  0.16  -4.25  0.50
C  -2.37  -0.87  -4.88  -0.71
C  -1.77  -2.10  -4.99  -0.69
C  -0.48  -2.28  -4.49  -0.50
C  0.14  -1.19  -3.90  0.07
N  -0.43  0.00  -3.79  0.11
H  -3.57  5.29  -2.97  0.34
H  -1.87  5.06  -2.49  0.30
H  -3.14  4.32  -1.54  0.28
H  -4.21  3.91  -4.93  0.44
H  -3.54  1.44  -5.85  0.47
H  -3.38  -0.71  -5.23  0.39
H  -2.30  -2.93  -5.45  0.39
H  0.02  -3.23  -4.56  0.47
H  1.14  -1.27  -3.50  -0.05
C  -3.79  -0.18  -0.59  -0.88
C  -3.26  -1.45  0.07  1.87
C  -4.38  -2.17  0.83  -1.59
C  -2.70  -2.38  -1.02  -1.51
O  -2.16  -1.15  0.92  1.38
Si  -2.12  -0.51  2.46  -0.73
S  -0.25  0.21  2.79  -0.86
O  -3.37  0.57  2.46  0.34
C  -3.94  1.36  3.49  1.65
C  -3.04  1.51  4.72  -1.53
C  -4.20  2.74  2.89  -1.77
C  -5.26  0.71  3.90  -1.61
O  -2.67  -1.65  3.55  -0.27
C  -2.00  -2.78  4.10  1.77
C  -1.09  -3.47  3.08  -1.26
C  -3.10  -3.74  4.54  -1.84
C  -1.16  -2.35  5.31  -1.64
H  -4.67  -0.40  -1.21  0.49
H  -3.02  0.27  -1.22  -0.16
H  -4.06  0.54  0.18  -0.11
H  -5.21  -2.40  0.17  0.51
H  -4.72  -1.54  1.65  0.13
H  -3.99  -3.10  1.25  0.26
H  -3.50  -2.72  -1.68  0.42
H  -2.22  -3.24  -0.56  0.40
H  -1.96  -1.84  -1.62  0.04
H  -2.06  1.87  4.43  0.28
H  -2.90  0.54  5.21  0.18
H  -3.49  2.21  5.43  0.51
H  -3.25  3.21  2.62  0.38
H  -4.73  3.38  3.60  0.42
H  -4.81  2.64  1.98  0.33
H  -5.06  -0.31  4.25  0.17
H  -5.94  0.66  3.05  0.30
H  -5.74  1.27  4.70  0.47
H  -1.63  -3.65  2.15  0.16
H  -0.73  -4.42  3.48  0.56
H  -0.24  -2.83  2.86  0.22
H  -3.68  -4.06  3.67  0.35
H  -3.77  -3.22  5.23  0.36
H  -2.68  -4.61  5.03  0.39
H  -0.49  -1.55  5.01  0.23
H  -0.56  -3.19  5.68  0.45
H  -1.80  -1.99  6.12  0.34

## Properties
Electronic energy ... -81178.26482 eV
Gap between HOMO and LUMO ... 5.52 eV
Total charge ... -1
ΔE to the lowest compared entry with this formula, charge and spin ... 58.8 kJ/mol
LUMO energy ... 1.81 eV


No. 4
Formula: C3H7N3O2
Source: the Open Molecules 2025 dataset
Level of theory: the ωB97M-V functional and the def2-TZVPD basis

Each line ends with the natural charge from an NBO analysis.
CARTESIAN COORDINATES (ANGSTROEM)
C  1.68  -1.25  -0.22  -0.69
C  0.43  -0.51  -0.04  0.39
C  -1.31  0.18  1.59  0.30
H  2.67  -0.74  -0.53  0.24
H  1.72  -2.01  -0.87  0.24
H  1.88  -1.63  0.72  0.24
H  -0.43  0.56  -2.70  0.47
H  -1.96  -0.08  2.35  0.20
H  -2.32  1.95  1.03  0.40
H  -0.42  1.49  -0.47  0.50
N  -0.47  -0.27  -1.05  -0.31
N  -0.10  -0.66  1.34  -0.55
N  -1.30  1.44  0.93  -0.35
O  0.05  -0.51  -2.43  -0.57
O  -0.12  2.05  0.35  -0.50

## Properties
Electronic energy ... -11781.49677 eV
Gap between HOMO and LUMO ... 8.53 eV
Structure (SMILES) ... CC(/N=C\NO)=N\O
Total charge ... 0
ΔE to the lowest compared entry with this formula, charge and spin ... 947.1 kJ/mol
LUMO energy ... -0.05 eV


The highest total charge belongs to which entry?
C6H19N5P